1.
Molecular formula: C23H39N5O3
Method: DFT, ωB97M-V/def2-TZVPD

Element x y z (Å)
O: 0.09 -1.76 0.08
O: 3.07 0.26 -3.46
O: 2.51 0.14 3.37
N: -0.59 -2.34 2.70
N: -6.16 2.36 1.26
N: 0.09 -2.56 -2.50
N: 0.35 4.93 -1.97
N: 2.58 -1.35 -0.11
C: -0.22 -3.38 3.58
C: 2.34 1.18 -4.37
C: -0.47 -0.37 -0.13
C: -0.17 3.58 -2.11
C: 3.11 -0.98 -1.45
C: 1.86 -0.25 4.54
C: -5.61 1.05 1.42
C: 0.50 -3.92 -2.62
C: -0.19 4.38 0.13
C: -1.53 -1.48 3.32
C: -0.59 3.25 -0.82
C: 0.47 -4.13 -3.92
C: 0.41 5.32 -0.71
C: 2.53 0.26 -2.12
C: -4.33 2.27 0.03
C: -0.80 -3.14 4.75
C: -5.29 3.09 0.57
C: -1.74 -1.98 4.61
C: 0.13 -2.83 -4.69
C: -0.06 -1.87 -3.73
C: 2.93 -0.36 0.94
C: -4.41 1.01 0.75
C: 2.19 -0.68 2.23
H: 2.77 -1.80 -1.90
H: 2.86 1.37 -5.23
H: -0.28 -2.00 1.75
H: 0.68 -5.06 -4.32
H: 0.56 5.66 -2.64
H: 2.62 1.01 -1.66
H: 2.47 0.20 5.37
H: -3.64 0.10 0.85
H: 1.03 -0.38 2.12
H: -1.37 -0.39 0.50
H: 2.58 0.70 0.66
H: -7.12 2.72 1.46
H: 3.22 -2.21 0.26
H: 2.31 2.27 -4.01
H: 1.35 0.79 -4.61
H: 0.83 -0.04 4.72
H: 2.42 -1.71 2.46
H: -0.67 0.28 -1.02
H: -1.96 -0.68 2.97
H: 4.27 -0.86 -1.21
H: 0.19 2.96 -3.02
H: -1.19 2.36 -0.51
H: -0.27 4.37 1.06
H: -0.69 -3.85 5.61
H: 0.39 -4.05 3.22
H: -6.09 0.18 2.04
H: -5.36 4.09 0.26
H: -2.32 -1.50 5.43
H: 4.05 -0.67 1.22
H: 0.27 -2.62 -5.82
H: 2.10 -1.32 4.67
H: 1.59 -1.64 -0.02
H: -3.51 2.60 -0.64
H: 0.16 0.43 0.21
H: 0.00 -2.09 -1.76
H: 0.88 6.31 -0.41
H: -0.27 -0.89 -3.67
H: 1.54 0.08 -2.20
H: 0.60 -4.37 -1.77

Calculated values
ΔE to the lowest compared entry with this formula, charge and spin: 17.4 kcal per mole
HOMO-LUMO gap: 7.82 eV
molar mass: 433.597 g mol⁻¹

Mulliken population analysis, charges in e, atoms 1 to 5:
1. O -1.452
2. O -0.448
3. O -0.437
4. N 0.416
5. N -0.057

---

2.
Molecular formula: C23H39N6O18S2
Method: DFT, ωB97M-V/def2-TZVPD

Element x y z (Å)
S: -3.53 0.37 2.46
S: -1.31 -1.77 1.02
O: -2.86 -3.84 -5.23
O: 2.66 3.80 1.19
O: 0.00 -2.16 -3.68
O: -2.18 -4.68 -3.26
O: 1.91 5.53 2.38
O: -4.21 -5.19 -4.09
O: 0.49 -5.92 -1.48
O: 8.28 6.11 -2.30
O: 0.73 -8.10 -0.96
O: 8.04 5.44 -0.20
O: 2.14 -2.71 -3.53
O: -9.27 -3.25 4.47
O: -7.54 -1.84 4.14
O: 1.24 -1.29 -2.03
O: -7.15 -4.02 4.38
O: 0.21 -6.59 0.63
O: 6.66 4.65 -1.78
O: 3.54 5.80 0.84
N: -2.61 2.87 0.70
N: 1.32 1.92 3.30
N: 0.37 0.00 2.31
N: -1.61 4.87 1.58
N: -0.31 3.10 0.76
N: -1.05 1.49 3.10
C: -5.00 -4.66 -5.16
C: 3.47 3.65 0.01
C: 0.30 -2.90 -4.88
C: 1.59 -3.60 -4.50
C: -8.11 -3.05 4.35
C: -3.95 -4.15 -6.12
C: -5.91 -3.44 3.97
C: 7.58 5.34 -1.46
C: -6.13 -1.97 4.26
C: -1.52 3.39 1.49
C: 0.23 -5.16 0.66
C: -1.88 0.25 3.07
C: 4.37 4.86 0.10
C: -1.53 2.86 2.94
C: 0.50 -6.99 -0.64
C: 2.64 5.10 1.54
C: 1.14 -1.98 -3.00
C: -0.86 -0.79 2.45
C: 0.24 1.19 2.92
C: 9.28 6.17 -0.23
C: -3.01 -4.58 -4.11
C: 9.14 6.96 -1.52
C: -0.04 -4.80 -0.78
H: -5.64 -5.44 -5.58
H: 4.01 2.70 0.02
H: 2.27 -3.73 -5.33
H: -0.53 -4.79 1.35
H: 0.44 -2.19 -5.70
H: -5.84 -1.71 5.28
H: 0.52 3.25 1.31
H: -2.69 3.49 -0.09
H: -0.51 -3.57 -5.12
H: 1.24 -0.50 2.40
H: -2.52 2.97 3.37
H: 1.41 -4.57 -4.02
H: -5.09 -3.88 4.52
H: 10.09 7.11 -2.03
H: -0.64 -1.11 0.06
H: -3.62 -4.91 -6.82
H: -2.01 -0.04 4.11
H: 1.21 -4.83 1.00
H: 1.52 2.85 2.99
H: -0.69 5.26 1.40
H: -3.31 0.25 1.14
H: 5.27 4.68 0.67
H: -0.88 3.51 3.53
H: -4.25 -3.26 -6.67
H: 2.82 3.67 -0.87
H: -5.62 -1.31 3.56
H: 0.46 -3.88 -1.08
H: 8.65 7.92 -1.37
H: -0.66 -1.47 3.27
H: 1.97 1.49 3.93
H: -1.11 -4.71 -1.00
H: -3.47 3.01 1.22
H: -0.30 2.17 0.36
H: 4.63 5.27 -0.86
H: -5.63 -3.86 -4.76
H: -1.91 5.18 2.49
H: 10.10 5.46 -0.26
H: 9.37 6.80 0.65
H: -5.78 -3.63 2.90

Calculated values
HOMO-LUMO gap: 8.93 eV
charge: +1
molar mass: 751.723 g mol⁻¹

Mulliken population analysis, charges in e, atoms 1 to 5:
1. S -0.228
2. S -0.186
3. O -0.286
4. O -0.181
5. O -0.260

---

3.
Molecular formula: C23H39NO3
Method: DFT, ωB97M-V/def2-TZVPD

Element x y z (Å)
O: 0.84 -4.72 0.37
O: 0.73 -1.80 -0.84
O: 2.10 -0.73 0.61
N: -1.07 -4.71 -0.83
C: 3.65 -3.23 0.75
C: 1.91 -1.66 -0.10
C: 3.95 -4.31 -1.82
C: -0.26 -2.58 -0.17
C: -1.01 3.10 -2.96
C: 3.04 -3.29 -1.60
C: -3.00 1.49 -3.29
C: 2.89 -2.76 -0.32
C: 0.61 1.19 3.03
C: 0.44 4.73 4.25
C: 0.29 1.61 4.47
C: 4.69 -4.80 -0.75
C: -0.89 2.57 4.61
C: 4.54 -4.26 0.52
C: 0.07 1.63 -1.18
C: -0.52 0.44 2.35
C: -2.08 -3.81 -1.34
C: -0.75 3.88 3.82
C: 0.00 1.99 -2.65
C: -1.55 -2.39 -0.99
C: -2.46 2.75 -2.61
C: -0.04 -4.11 -0.17
C: -3.03 1.58 -4.81
H: 5.11 -4.64 1.36
H: -0.88 1.25 -0.81
H: -4.02 1.31 -2.92
H: -0.23 1.10 -3.24
H: -2.56 2.64 -1.53
H: -0.73 4.00 -2.41
H: -3.65 2.42 -5.14
H: 3.51 -2.80 1.72
H: 5.38 -5.62 -0.90
H: 0.81 0.85 -1.00
H: 0.48 5.66 3.68
H: -1.23 -1.93 -1.92
H: 1.19 2.06 4.91
H: 2.43 -2.91 -2.41
H: -1.01 2.81 5.67
H: -0.78 -0.46 2.90
H: -1.66 4.46 3.95
H: -1.81 2.07 4.30
H: -0.22 0.15 1.34
H: -2.41 0.62 -2.98
H: -3.04 -3.92 -0.84
H: -0.68 3.66 2.75
H: 0.34 2.50 -0.58
H: -2.23 -3.95 -2.40
H: -2.03 1.71 -5.23
H: 0.37 4.98 5.31
H: -3.10 3.60 -2.88
H: 0.08 0.71 5.06
H: -2.30 -1.83 -0.46
H: -0.39 -2.31 0.87
H: -3.45 0.67 -5.24
H: 0.98 2.33 -2.99
H: -1.42 1.06 2.26
H: 0.88 2.07 2.43
H: 1.50 0.55 3.04
H: 4.06 -4.71 -2.81
H: 1.39 4.20 4.10
H: -0.94 3.36 -4.02
H: -0.85 -5.55 -1.33

Calculated values
ΔE to the lowest compared entry with this formula, charge and spin: 0.0 kcal per mole
HOMO-LUMO gap: 9.83 eV
structure (SMILES): O=C(O[C@H]1CCNC1=O)c1ccccc1.CCCCCC.CCCCCC
molar mass: 377.569 g mol⁻¹

Mulliken population analysis, charges in e, atoms 1 to 5:
1. O -0.581
2. O -0.388
3. O -0.461
4. N -0.159
5. C -0.308